{"formula": "F6H26O13P", "method": "ωB97M-V/def2-TZVPD", "species": ["O", "H", "F", "H", "H", "F", "H", "H", "H", "O", "H", "H", "O", "H", "O", "H", "O", "O", "F", "H", "H", "H", "O", "H", "O", "H", "O", "H", "H", "O", "F", "F", "H", "H", "P", "H", "H", "H", "O", "O", "F", "H", "O", "H", "H", "H"], "xyz": [[3.439, -1.877, -0.559], [-1.228, -4.839, -1.271], [-0.263, -1.395, 0.335], [1.975, 3.382, -0.353], [-3.308, -4.064, 0.958], [1.898, -0.594, 1.026], [2.729, -1.234, -0.536], [-1.777, 0.056, -2.516], [2.470, 4.745, -0.788], [0.359, 2.860, -2.764], [-3.038, 2.424, 0.956], [-1.966, -3.600, 0.434], [-2.531, 0.188, -3.090], [-2.643, 1.138, -3.125], [-2.727, -3.304, 0.933], [3.315, -2.399, 0.233], [-0.779, -4.720, -0.434], [-2.149, 2.165, 1.199], [1.372, 1.477, 0.131], [2.612, -4.166, -1.985], [2.000, -3.039, -1.179], [-0.185, 3.072, 2.203], [1.771, -3.820, -1.684], [-0.834, 3.990, 3.217], [-0.022, 3.856, 2.728], [-0.119, -4.050, -0.608], [2.144, 0.790, 3.900], [0.308, 1.945, -2.487], [-1.712, -0.586, 0.341], [-2.614, 1.672, 3.744], [1.395, -0.483, -1.164], [0.008, 0.524, 1.663], [-3.309, 1.049, 3.533], [3.067, 0.587, 3.748], [0.629, -0.006, 0.174], [0.443, 3.354, -1.949], [-2.899, -1.388, 0.829], [1.601, -0.865, -3.134], [1.684, 4.199, -0.758], [2.123, -1.009, -3.923], [-0.482, 0.637, -0.793], [-1.935, 1.450, 0.599], [-2.663, -0.547, 0.437], [2.412, -0.134, -4.183], [1.714, 0.595, 3.068], [-2.286, 1.962, 2.893]], "atomic_forces_ev_per_a": [[0.764, -0.801, -0.348], [0.009, -0.043, -0.321], [1.950, 0.891, -0.551], [-0.044, -0.417, 0.259], [-0.096, -0.100, 0.048], [-1.054, -0.049, -0.161], [0.382, 0.152, 0.014], [0.105, -0.062, 0.289], [0.071, 0.186, -0.074], [-0.336, -0.252, -0.724], [-0.215, 0.051, -0.119], [0.579, -0.411, -0.286], [-0.183, -0.180, -0.326], [0.039, 0.251, 0.010], [-0.715, 0.382, 0.531], [0.158, 0.074, 0.384], [-0.451, -0.132, 0.391], [0.135, 0.885, -0.245], [0.086, -0.993, -0.327], [0.159, 0.086, -0.064], [0.558, 0.422, -0.097], [-0.111, -0.294, -0.231], [-0.837, -0.560, -0.070], [-0.186, -0.082, 0.125], [0.324, 0.407, 0.109], [0.651, 0.052, -0.302], [0.122, 0.050, 0.405], [-0.040, -0.180, 0.096], [-0.599, -0.378, 0.124], [-0.296, 0.118, 1.292], [-0.523, -0.174, -0.211], [-0.086, -0.842, -2.205], [-0.015, -0.169, -0.118], [0.178, -0.038, -0.068], [0.883, 1.974, 3.033], [0.296, 0.345, 0.303], [-0.038, -0.502, 0.074], [-0.095, -0.046, 0.217], [-0.007, 0.339, 0.100], [0.088, -0.212, -0.312], [-0.789, -0.235, 0.595], [-0.093, -0.422, 0.009], [-0.688, 0.891, -0.221], [0.053, 0.234, -0.048], [-0.314, -0.028, -0.303], [0.218, -0.191, -0.675]], "nbo_charge": [-0.958, 0.474, -0.567, 0.492, 0.466, -0.587, 0.487, 0.476, 0.470, -0.966, 0.475, 0.497, -0.943, 0.467, -0.977, 0.463, -0.953, -0.959, -0.605, 0.478, 0.483, 0.486, -0.978, 0.463, -0.949, 0.501, -0.943, 0.462, 0.464, -0.978, -0.590, -0.583, 0.459, 0.455, 2.585, 0.493, 0.498, 0.478, -0.954, -0.944, -0.589, 0.506, -0.994, 0.464, 0.487, 0.489], "charge": -1, "e_homo_ev": -8.006, "orbital_gap_ev": 10.66, "relative_energy_ev": 1.535}

=====

{"formula": "C40H46N8O2RuSe", "method": "ωB97M-V/def2-TZVPD", "species": ["C", "H", "H", "C", "H", "H", "C", "C", "H", "C", "N", "C", "H", "C", "H", "C", "H", "H", "H", "C", "C", "C", "C", "C", "C", "H", "C", "C", "H", "H", "C", "H", "Se", "C", "N", "H", "C", "H", "N", "H", "N", "C", "H", "H", "H", "C", "H", "H", "C", "C", "N", "C", "N", "H", "H", "H", "C", "H", "C", "H", "C", "C", "H", "C", "C", "C", "C", "C", "C", "H", "H", "N", "H", "H", "N", "H", "H", "H", "Ru", "C", "C", "H", "C", "H", "C", "O", "H", "H", "C", "H", "H", "C", "H", "H", "H", "H", "H", "O"], "xyz": [[-2.195, 2.798, -0.633], [3.520, 0.152, 2.329], [-1.954, 0.991, 2.903], [-2.840, 5.026, -0.217], [-5.979, -1.707, 2.332], [-1.738, -0.532, 2.026], [1.212, 2.089, 0.048], [2.361, 0.066, -2.776], [1.246, -1.979, -3.534], [5.442, 0.677, 1.546], [3.723, -0.513, 0.386], [1.556, 3.385, -0.290], [-3.018, 6.040, -0.549], [2.116, -2.338, -2.982], [0.171, 2.933, 6.148], [-2.871, 3.429, 1.618], [-4.708, 0.641, -3.635], [-6.199, -1.864, 0.592], [4.629, -1.241, -2.730], [4.039, -1.441, -1.831], [6.269, 0.596, 0.438], [1.002, 0.060, 2.884], [1.801, -4.827, -2.701], [-5.824, -1.207, 1.376], [1.666, -3.543, -2.203], [-3.954, 0.398, -2.087], [0.112, -0.886, 4.877], [-2.393, 4.088, -1.123], [0.815, -3.166, 2.489], [-4.003, -1.719, -3.436], [-3.263, -0.946, -3.641], [-0.125, -4.068, 0.489], [-1.023, -1.085, -0.638], [0.236, -2.132, 4.270], [-2.082, 1.141, 0.857], [5.762, 1.165, 2.455], [-3.750, 0.417, -3.164], [-4.228, -0.403, 0.180], [1.120, -1.124, 2.288], [-0.972, 0.563, -2.838], [2.601, -1.237, -2.115], [-2.334, 0.380, 2.086], [-0.015, -6.407, -0.322], [-2.211, 4.347, -2.156], [-3.940, -0.416, 3.229], [0.422, -4.318, -0.412], [3.157, 2.627, -3.164], [0.632, 1.912, 0.945], [1.208, -5.882, -2.022], [-4.353, -0.874, 1.162], [1.543, 1.028, -0.698], [0.280, 1.678, 4.565], [1.011, -3.300, -1.057], [-2.513, 1.524, -4.543], [6.427, -0.165, -1.571], [-2.332, -1.251, -3.154], [-3.078, 4.702, 1.130], [0.609, 1.315, 6.571], [0.486, -5.619, -0.866], [1.312, 0.937, 2.337], [-2.787, 1.556, -3.485], [2.610, 2.501, -2.239], [2.348, -4.995, -3.619], [4.536, -0.613, -0.677], [-3.811, 0.050, 2.248], [5.806, -0.065, -0.691], [0.493, 0.237, 4.163], [-1.662, 0.668, -0.322], [-1.486, 1.512, -2.688], [1.415, -0.016, -3.316], [-0.812, 2.321, -2.979], [-1.725, 1.638, -1.245], [-3.431, 5.475, 1.798], [3.139, 0.264, -3.519], [0.330, 1.977, 5.868], [7.259, 1.030, 0.451], [-3.759, -1.795, 1.142], [-3.091, -0.937, -4.719], [1.482, -1.283, -0.035], [4.181, 0.114, 1.475], [-2.421, 2.483, 0.701], [1.299, -6.893, -2.396], [3.039, -3.327, 1.060], [-0.305, -0.810, 5.874], [2.287, 3.595, -1.449], [3.792, -4.134, 1.244], [4.178, -2.499, -1.586], [-6.435, -0.303, 1.371], [2.209, 1.236, -1.842], [-4.393, 0.975, 2.274], [-0.058, -3.036, 4.785], [0.726, -2.207, 2.983], [2.591, 4.591, -1.739], [-3.044, 3.186, 2.656], [-3.275, 2.518, -3.327], [2.875, -2.613, -3.719], [1.255, 4.199, 0.355], [0.054, 2.486, 3.677]], "atomic_forces_ev_per_a": [[0.073, 0.015, 0.030], [-0.045, 0.012, 0.006], [-0.016, 0.023, 0.064], [0.000, -0.005, -0.013], [0.003, 0.002, 0.002], [0.013, -0.009, 0.025], [-0.025, 0.020, 0.014], [0.021, -0.030, 0.016], [-0.004, 0.000, 0.005], [0.004, -0.001, -0.003], [0.051, -0.038, -0.101], [-0.013, -0.020, 0.020], [0.004, -0.002, -0.008], [-0.001, 0.019, 0.023], [0.013, -0.005, 0.017], [-0.007, 0.009, -0.002], [0.007, -0.007, -0.006], [0.003, -0.002, 0.000], [0.009, 0.000, 0.003], [-0.039, -0.027, 0.022], [-0.010, -0.015, -0.025], [0.005, 0.083, 0.009], [-0.002, 0.001, -0.020], [-0.017, -0.003, -0.012], [-0.029, 0.002, 0.016], [-0.002, -0.014, -0.010], [0.006, -0.044, 0.012], [-0.014, -0.002, -0.004], [-0.003, 0.004, 0.003], [-0.002, -0.006, 0.017], [0.008, -0.023, -0.046], [0.014, 0.007, 0.009], [0.056, -0.076, 0.063], [-0.017, 0.016, 0.030], [0.039, 0.039, 0.043], [0.004, 0.004, -0.003], [-0.013, 0.015, 0.015], [-0.012, 0.000, 0.003], [-0.056, -0.198, 0.035], [0.025, 0.015, -0.011], [0.006, -0.024, -0.101], [-0.007, -0.020, -0.079], [0.004, -0.003, 0.000], [-0.011, -0.005, -0.018], [0.020, -0.012, -0.005], [-0.016, -0.007, 0.018], [0.002, 0.005, 0.002], [-0.041, -0.003, -0.045], [0.002, 0.006, -0.015], [0.020, 0.011, 0.007], [0.029, -0.034, -0.087], [0.029, -0.019, -0.045], [0.135, -0.037, -0.039], [-0.005, 0.001, -0.001], [0.009, 0.005, 0.004], [-0.047, 0.015, -0.048], [-0.001, -0.016, 0.007], [0.012, 0.007, 0.008], [-0.012, 0.013, 0.007], [0.030, -0.051, 0.012], [0.019, 0.005, -0.027], [0.011, 0.009, 0.000], [-0.003, -0.008, -0.001], [-0.025, -0.006, 0.005], [-0.034, -0.001, 0.015], [0.008, 0.002, 0.001], [0.024, 0.016, -0.074], [0.087, -0.025, -0.016], [0.035, -0.010, 0.056], [0.008, 0.004, -0.014], [-0.016, -0.011, 0.009], [-0.016, 0.034, -0.047], [0.000, -0.007, 0.008], [0.004, 0.016, 0.011], [-0.041, -0.003, 0.015], [0.001, 0.002, 0.008], [-0.008, -0.003, 0.007], [-0.007, 0.002, -0.009], [-0.331, 0.411, 0.184], [-0.013, 0.011, 0.027], [-0.009, -0.011, -0.021], [-0.001, 0.000, -0.001], [0.088, -0.118, 0.008], [-0.003, 0.007, 0.000], [0.002, -0.005, -0.003], [0.025, 0.033, 0.016], [-0.001, 0.002, 0.005], [0.003, 0.003, 0.003], [-0.016, 0.021, 0.004], [0.003, 0.001, -0.004], [-0.003, 0.002, 0.003], [0.024, 0.020, 0.007], [0.002, 0.000, -0.004], [0.004, 0.006, 0.003], [-0.010, 0.022, 0.031], [-0.002, -0.009, -0.006], [0.005, 0.011, -0.013], [-0.007, -0.018, -0.002]], "lowdin_charge": [-0.140, 0.097, 0.112, -0.035, 0.083, 0.082, -0.124, -0.102, 0.139, -0.009, 0.001, -0.005, 0.123, -0.106, 0.139, 0.022, 0.123, 0.080, 0.143, -0.108, 0.003, -0.112, 0.028, -0.087, -0.263, 0.092, 0.040, 0.014, 0.085, 0.084, -0.101, 0.103, 0.828, 0.002, 0.008, 0.127, -0.236, 0.089, -0.042, 0.070, -0.222, -0.139, 0.130, 0.122, 0.131, -0.153, 0.134, 0.089, 0.013, -0.267, 0.014, -0.494, -0.086, 0.131, 0.134, 0.003, -0.032, 0.120, -0.004, 0.089, -0.164, 0.016, 0.137, -0.269, -0.167, 0.021, -0.103, -0.594, -0.136, 0.124, 0.133, 0.000, 0.124, 0.147, 0.220, 0.133, 0.102, 0.086, 1.286, -0.106, -0.135, 0.136, -0.018, 0.137, 0.001, 0.163, 0.135, 0.085, -0.270, 0.122, 0.131, -0.136, 0.132, 0.126, 0.112, 0.147, 0.131, 0.053], "charge": 3, "spin_multiplicity": 6, "s_squared": 8.764, "e_homo_ev": [-15.541, -15.960], "orbital_gap_ev": [8.07, 6.07], "relative_energy_ev": 0.009}